No. 1
DFT (wB97M-V/def2-TZVPD) results for C2H3ClO2S in the gas phase.

Atoms and positions in Å:
C1 0.309779 -0.311805 0.481494
C2 -1.123725 -0.159896 1.133980
O1 2.170623 0.277700 -1.212002
O2 -1.799258 -1.080895 1.536129
S1 0.458012 0.216142 -1.028922
Cl1 -2.053632 0.171856 -1.331195
H1 -1.410634 0.831887 1.137448
H2 1.041645 -0.697456 1.224154
H3 2.407190 0.752466 -1.941086

Cartesian forces, eV/Å:
-1.0 -0.1 1.0
-0.1 -3.8 -0.8
-1.7 -2.6 4.4
1.6 1.1 -0.1
0.8 0.0 -0.3
0.4 0.2 0.1
-0.7 2.4 0.3
0.1 0.5 -1.1
0.6 2.1 -3.4

The calculation puts the largest force on an atom at 5.34 eV/A. Its HOMO energy is -9.57 eV. Its energy above the lowest of the compared OMol25 structures with the same formula, charge and spin is 64.7 kcal/mol. Its molecular weight is 126.56 g mol⁻¹. The frontier orbital gap is 0.2718 Ha. The value obtained for the electronic energy is -29571.907 eV.

No. 2
DFT (wB97M-V/def2-TZVPD) results for C2H3ClO2S in the gas phase.

Atoms and positions in Å:
C1 -0.861199 -0.139570 -1.182065
C2 -0.245299 0.634780 -0.346506
O1 0.033051 -1.635434 1.041736
O2 0.353952 0.460752 2.289580
S1 0.415685 -0.230278 1.058749
Cl1 2.442083 0.125393 0.393412
H1 -1.323316 0.187160 -2.163757
H2 -0.888559 -1.113622 -0.701098
H3 0.073602 1.710819 -0.390051

Cartesian forces, eV/Å:
-2.7 -2.7 -4.5
3.3 4.3 5.1
-0.1 0.5 -0.4
-0.1 1.3 1.5
-3.2 -1.3 -0.3
3.5 0.5 -1.4
0.8 -0.7 1.4
-0.9 -0.7 -1.3
-0.5 -1.2 -0.1

The calculation puts the largest force on an atom at 7.46 eV/A. Its HOMO energy (spin up / spin down) is -6.37 / -11.19 eV. As for the expectation value of S²: 2.01. Its energy above the lowest of the compared OMol25 structures with the same formula, charge and spin is 117.7 kcal/mol. Its molecular weight is 126.56 g mol⁻¹. The frontier orbital gap (spin up / spin down) is 0.2313 / 0.2132 Ha. Its spin multiplicity is 3. The value obtained for the electronic energy is -29568.305 eV.

No. 3
DFT (wB97M-V/def2-TZVPD) results for 2 unconnected molecules or ions with the total composition C2H3ClO2S.

Atoms and positions in Å:
C1 -1.703495 -0.008800 -0.478647
C2 -1.770201 0.340738 0.752819
O1 2.372749 -0.806749 -0.746041
O2 -1.731390 0.759578 1.829427
S1 3.000852 -0.146993 0.592202
Cl1 1.373229 0.362334 1.678677
H1 -1.821240 0.583465 -1.330227
H2 -1.910822 -0.946781 -0.752570
H3 2.190318 -0.136796 -1.545640

Cartesian forces, eV/Å:
-0.2 1.0 -3.0
0.2 -1.0 1.9
-0.7 1.5 -2.7
-0.1 2.3 3.9
0.2 0.2 -0.1
-0.1 0.1 0.0
0.3 2.0 -1.8
-0.4 -4.3 -1.0
0.7 -1.7 2.8

The calculation puts the largest force on an atom at 4.54 eV/A. Its HOMO energy (spin up / spin down) is -5.58 / -9.05 eV. As for the expectation value of S²: 2.01. Its energy above the lowest of the compared OMol25 structures with the same formula, charge and spin is 97.4 kcal/mol. Its molecular weight is 126.56 g mol⁻¹. The frontier orbital gap (spin up / spin down) is 0.2119 / 0.2451 Ha. Its spin multiplicity is 3. The value obtained for the electronic energy is -29569.187 eV.

No. 4
DFT (wB97M-V/def2-TZVPD) results for a molecular structure, C2H3CuFO3.

Atoms and positions in Å:
H1 -0.996438 -1.916072 0.472200
O1 0.360961 -0.399704 1.000117
C1 -0.798182 -0.842451 0.459017
C2 -1.396718 -0.043374 -0.453981
F1 -1.500772 1.270262 -0.164393
H2 -2.074223 -0.400580 -1.227871
O2 1.492037 -0.651685 -0.069400
Cu1 0.549445 1.932754 1.001986
O3 1.679833 0.608775 -0.586217
H3 2.684060 0.442073 -0.431458

Cartesian forces, eV/Å:
0.3 0.3 -0.1
1.2 0.6 0.8
0.4 -0.5 -2.4
-1.6 -0.9 1.7
1.0 0.4 -0.9
-0.1 0.4 0.3
-2.9 -1.5 1.6
0.0 -0.7 -0.3
3.3 0.0 0.3
-1.6 2.0 -0.9

The calculation puts the largest force on an atom at 3.62 eV/A. Its HOMO energy is -14.52 eV. Its molecular weight is 157.59 g mol⁻¹. The frontier orbital gap is 0.3253 Ha. Its charge is +1. The value obtained for the electronic energy is -55606.752 eV.

No. 5
DFT (wB97M-V/def2-TZVPD) results for a molecular structure, C2H3CuO2.

Atoms and positions in Å:
H1 -1.721430 -0.950559 0.200240
C1 -0.294232 -1.066415 -0.172291
O1 0.880796 -1.297604 0.163713
Cu1 1.474653 0.672853 -0.282541
O2 -0.487743 0.285487 -0.361630
C2 -1.932040 0.563381 -0.034506
H2 -1.898778 1.139594 0.902229
H3 -2.186230 1.297104 -0.814860

Cartesian forces, eV/Å:
-0.2 -0.3 -0.6
2.0 2.5 2.9
-3.4 -1.1 -1.5
0.9 0.4 0.0
-0.6 -0.4 -0.8
2.9 1.1 -0.1
-0.6 -1.1 0.3
-1.1 -1.2 -0.2

The calculation puts the largest force on an atom at 4.36 eV/A. Its HOMO energy (spin up / spin down) is -15.40 / -15.59 eV. As for the expectation value of S²: 0.77. Its energy above the lowest of the compared OMol25 structures with the same formula, charge and spin is 87.3 kcal/mol. Its molecular weight is 122.59 g mol⁻¹. The frontier orbital gap (spin up / spin down) is 0.3619 / 0.2744 Ha. Its charge is +1. Its spin multiplicity is 2. The value obtained for the electronic energy is -50843.591 eV.

No. 6
DFT (wB97M-V/def2-TZVPD) results for a molecular structure, C2H3F2I.

Atoms and positions in Å:
C1 -1.632198 0.454029 -0.100139
C2 1.888567 -1.031239 0.308861
F1 2.454795 -0.883818 -0.876830
F2 2.795173 -0.525410 1.088434
I1 0.323434 1.153696 0.213761
H1 -2.048599 0.865681 -1.183199
H2 -1.526034 -0.652339 -0.156543
H3 -2.255135 0.619398 0.705658

Cartesian forces, eV/Å:
0.2 -1.1 -4.5
0.3 -1.1 -0.6
-0.2 -0.2 -0.5
0.5 0.3 1.1
-0.6 1.3 0.1
1.0 -1.0 3.2
0.0 0.8 -0.3
-1.2 1.0 1.5

The calculation puts the largest force on an atom at 4.64 eV/A. Its HOMO energy is -9.01 eV. Its energy above the lowest of the compared OMol25 structures with the same formula, charge and spin is 70.9 kcal/mol. Its molecular weight is 191.95 g mol⁻¹. The frontier orbital gap is 0.3405 Ha. The value obtained for the electronic energy is -15655.082 eV.

What did the fourth record say?
DFT (wB97M-V/def2-TZVPD) results for a molecular structure, C2H3CuFO3.

Atoms and positions in Å:
H1 -0.996438 -1.916072 0.472200
O1 0.360961 -0.399704 1.000117
C1 -0.798182 -0.842451 0.459017
C2 -1.396718 -0.043374 -0.453981
F1 -1.500772 1.270262 -0.164393
H2 -2.074223 -0.400580 -1.227871
O2 1.492037 -0.651685 -0.069400
Cu1 0.549445 1.932754 1.001986
O3 1.679833 0.608775 -0.586217
H3 2.684060 0.442073 -0.431458

Cartesian forces, eV/Å:
0.3 0.3 -0.1
1.2 0.6 0.8
0.4 -0.5 -2.4
-1.6 -0.9 1.7
1.0 0.4 -0.9
-0.1 0.4 0.3
-2.9 -1.5 1.6
0.0 -0.7 -0.3
3.3 0.0 0.3
-1.6 2.0 -0.9

The calculation puts the largest force on an atom at 3.62 eV/A. Its HOMO energy is -14.52 eV. Its molecular weight is 157.59 g mol⁻¹. The frontier orbital gap is 0.3253 Ha. Its charge is +1. The value obtained for the electronic energy is -55606.752 eV.